No. 1
This record from the Open Molecules 2025 dataset describes a single C5H10BNO2 molecule. The level of theory is wB97M-V/def2-TZVPD.

As for the SMILES: N#COBCCCCO. As for the spin multiplicity: 1. The calculation puts the calculated total energy at -426.42952 Ha. Its energy above the lowest of the compared OMol25 structures with the same formula, charge and spin is 142.00 kcal/mol. The calculation puts the LUMO energy at -0.332 eV.

Each atom is followed by the atoms it is bonded to, with distances in Å.
Atoms and positions in Å:
1 N 3.00 -2.12 -1.07  C2 1.317
2 C 3.09 -1.37 0.01  N1 1.317, O3 1.497
3 O 3.10 -0.14 0.86  C2 1.497, B4 1.487
4 B 1.71 0.37 1.03  O3 1.487, C5 1.644, H10 1.199
5 C 1.11 1.45 -0.05  B4 1.644, C6 1.639, H11 1.194, H12 1.181
6 C -0.29 1.01 -0.77  C5 1.639, C7 1.638, H13 1.193, H14 1.194
7 C -1.50 0.57 0.25  C6 1.638, C8 1.655, H15 1.194, H16 1.170
8 C -2.07 -0.96 0.01  C7 1.655, O9 1.493, H17 1.193, H18 1.179
9 O -1.11 -2.02 0.45  C8 1.493, H19 1.021
10 H 1.11 -0.01 2.00  B4 1.199
11 H 1.92 1.52 -0.93  C5 1.194
12 H 1.03 2.54 0.38  C5 1.181
13 H -0.16 0.17 -1.61  C6 1.193
14 H -0.68 1.97 -1.36  C6 1.194
15 H -2.43 1.30 0.04  C7 1.194
16 H -1.26 0.69 1.39  C7 1.170
17 H -3.01 -1.08 0.74  C8 1.193
18 H -2.41 -1.14 -1.10  C8 1.179
19 H -1.14 -2.75 -0.26  O9 1.021

---

No. 2
This record from the Open Molecules 2025 dataset describes 2 unconnected molecules or ions with the total composition C5H10Br3N4. The level of theory is wB97M-V/def2-TZVPD.

As for the charge: +1. As for the spin multiplicity: 1. The calculation puts the calculated total energy at -8137.30723 Ha. The calculation puts the LUMO energy at -4.435 eV.

Each atom is followed by the atoms it is bonded to, with distances in Å.
Atoms and positions in Å:
1 C 2.90 -1.88 1.21  N2 1.462, H9 1.076, H10 1.079, H11 1.079
2 N 1.65 -1.12 1.26  C1 1.462, C3 1.307, N7 1.371
3 C 1.41 0.14 0.99  N2 1.307, N4 1.333, H12 1.068
4 N 0.12 0.45 1.12  C3 1.333, C5 1.306
5 C -0.46 -0.65 1.52  N4 1.306, N6 1.335, N7 1.362
6 N -1.76 -0.85 1.77  C5 1.335, H13 1.001, H14 1.002
7 N 0.45 -1.66 1.64  N2 1.371, C5 1.362, Br8 1.822
8 Br 0.21 -3.39 2.13  N7 1.822
9 H 3.72 -1.17 1.20  C1 1.076
10 H 2.91 -2.49 0.32  C1 1.079
11 H 3.01 -2.47 2.10  C1 1.079
12 H 2.14 0.84 0.67  C3 1.068
13 H -2.38 -0.08 1.92  N6 1.001
14 H -2.18 -1.75 1.64  N6 1.002
15 Br -0.55 2.43 -4.43  C16 1.943
16 C -1.59 2.67 -2.81  Br15 1.943, C17 1.505, H19 1.085, H20 1.087
17 C -1.35 1.56 -1.82  C16 1.505, Br18 1.950, H21 1.087, H22 1.084
18 Br -2.26 -0.08 -2.36  C17 1.950
19 H -2.63 2.75 -3.11  C16 1.085
20 H -1.27 3.62 -2.39  C16 1.087
21 H -1.76 1.81 -0.85  C17 1.087
22 H -0.30 1.32 -1.72  C17 1.084